A structure of composition C19H19BeIN2O2 in a non-equilibrium geometry, computed with wB97M-V/def2-TZVPD.

Cartesian coordinates (Å):
C (0.34, 0.08, 0.84)
C (2.30, -2.18, 2.43)
H (1.17, -0.53, 0.46)
H (-0.09, -0.38, 1.74)
H (0.71, 1.09, 1.11)
H (1.83, -3.16, 2.48)
H (2.94, -2.03, 3.30)
H (1.56, -1.39, 2.33)
C (-0.87, 2.86, -1.65)
C (-0.70, 3.67, -2.77)
C (-0.38, 3.07, -4.00)
C (-0.26, 1.69, -4.07)
H (-1.18, 3.27, -0.69)
H (-0.82, 4.74, -2.66)
H (-0.24, 3.68, -4.89)
H (-0.04, 1.15, -4.99)
N (-0.71, 1.53, -1.70)
C (-0.45, 0.94, -2.90)
C (-0.48, -0.51, -2.83)
N (-0.78, -0.98, -1.58)
C (-0.82, -2.30, -1.36)
C (-0.35, -2.76, -3.68)
C (-0.61, -3.23, -2.38)
H (-1.02, -2.60, -0.32)
H (-0.66, -4.29, -2.15)
C (-0.29, -1.38, -3.90)
H (-0.10, -0.94, -4.88)
H (-0.20, -3.46, -4.50)
Be (-0.96, 0.32, -0.47)
I (3.57, -2.21, 0.74)
O (-2.50, 2.70, 0.78)
C (-2.57, 1.49, 1.02)
O (-2.39, 0.51, 0.18)
C (-2.80, 1.09, 2.46)
C (-2.55, -0.22, 2.92)
C (-2.34, -0.45, 4.28)
C (-2.46, 0.61, 5.19)
C (-2.86, 1.88, 4.75)
C (-3.04, 2.11, 3.39)
H (-2.47, -1.02, 2.18)
H (-2.08, -1.45, 4.62)
H (-2.25, 0.44, 6.25)
H (-3.02, 2.69, 5.45)
H (-3.31, 3.10, 3.02)

Properties
Spin multiplicity: 1
Net charge: 0
Largest force on an atom: 1.85 eV/Å
E_HOMO: -7.743 eV
LUMO level: -0.919 eV